[1]
{"formula": "C14H32IrN3O8P2Sb", "method": "ωB97M-V/def2-TZVPD", "de_lowest_kj_mol": 327.9, "charge": 1, "gap_ev": [4.2, 4.2], "e_homo_ev": [-9.43, -9.43], "species": ["Ir", "N", "C", "C", "P", "O", "O", "O", "P", "O", "O", "O", "H", "H", "H", "H", "H", "H", "H", "H", "C", "N", "C", "C", "N", "C", "H", "H", "H", "H", "H", "H", "O", "C", "C", "C", "C", "C", "O", "H", "H", "H", "H", "H", "H", "H", "H", "H", "C", "Sb", "C", "C", "H", "H", "H", "H", "H", "H", "H", "H", "H"], "xyz": [[-0.29666, -0.85509, -0.83290], [-4.34643, -1.85079, -0.82262], [-3.29730, -2.71140, -0.13594], [-3.97089, -3.89561, 0.53637], [-2.12326, -3.18273, -1.49011], [-3.14611, -3.93976, -2.48155], [-1.05476, -4.06400, -0.99697], [-1.83120, -1.82760, -2.11518], [-2.53585, -1.56324, 1.10059], [-1.17455, -2.28275, 1.53346], [-3.47794, -1.36474, 2.21355], [-2.05719, -0.33695, 0.30320], [-4.85321, -2.40609, -1.51687], [-3.85115, -1.09395, -1.31033], [-5.00703, -1.46266, -0.14352], [-4.59119, -4.44407, -0.17538], [-4.57343, -3.58109, 1.38851], [-3.20129, -4.58327, 0.88696], [-2.85523, -4.84295, -2.66135], [-1.27287, -2.94790, 2.22481], [2.51656, -2.63881, -5.16303], [2.17095, -2.42085, -3.76524], [2.81089, -2.95413, -2.67274], [2.16041, -2.48720, -1.57679], [1.13394, -1.67690, -1.99501], [1.16388, -1.65980, -3.31430], [3.36906, -3.30998, -5.20677], [2.78399, -1.69780, -5.63870], [1.68210, -3.09440, -5.69150], [3.65348, -3.61415, -2.77382], [2.34324, -2.67632, -0.53445], [0.47488, -1.12905, -3.94928], [0.82859, 0.90335, 1.17598], [1.00883, 0.24303, 0.11288], [4.38973, 0.88097, -1.01396], [3.31603, 1.16466, 0.02515], [2.92094, 2.63158, -0.01816], [3.77443, 0.71779, 1.40398], [2.20806, 0.30730, -0.43946], [5.30387, 1.41612, -0.75919], [4.06080, 1.20430, -2.00218], [4.60908, -0.18658, -1.05007], [3.81679, 3.23819, 0.11915], [2.21209, 2.88454, 0.76232], [2.49252, 2.88115, -0.99039], [4.68960, 1.24878, 1.66708], [3.99098, -0.35158, 1.40099], [3.02225, 0.92445, 2.16112], [-3.29815, 2.51137, 1.62643], [-1.22405, 1.93461, 1.71642], [-0.22614, 3.70732, 2.34626], [-1.22019, 0.78953, 3.48223], [-3.47697, 3.20907, 2.44550], [-3.87918, 1.59874, 1.76633], [-3.53034, 2.98324, 0.67583], [-0.75386, 4.09549, 3.21880], [-0.22489, 4.45519, 1.55737], [0.79472, 3.45545, 2.62110], [-1.51989, 1.43358, 4.30865], [-0.21292, 0.41538, 3.64666], [-1.92780, -0.03333, 3.39404]]}

=====

[2]
{"formula": "C14H32N15O6P", "method": "ωB97M-V/def2-TZVPD", "gap_ev": 8.2, "e_homo_ev": -8.18, "species": ["N", "P", "C", "C", "N", "C", "C", "C", "C", "C", "C", "N", "H", "H", "H", "H", "H", "H", "H", "H", "C", "O", "N", "N", "H", "H", "H", "H", "C", "O", "N", "N", "H", "H", "H", "H", "C", "O", "N", "N", "H", "H", "H", "H", "C", "O", "N", "N", "H", "H", "H", "H", "C", "O", "N", "N", "H", "H", "H", "H", "C", "O", "N", "N", "H", "H", "H", "H"], "xyz": [[-0.99074, 1.69888, 3.39051], [-2.25360, 0.75568, 3.48139], [-2.08824, -0.69548, 2.35251], [-2.96322, -1.80924, 2.45318], [-2.89722, -2.87561, 1.69805], [-1.88943, -2.82564, 0.77665], [-1.69248, -3.92207, -0.10481], [-0.71328, -3.89659, -1.05455], [0.15907, -2.77364, -1.18115], [-0.01276, -1.72124, -0.33429], [-1.03118, -1.71748, 0.64915], [-1.13856, -0.62847, 1.46017], [-0.54777, 1.76510, 4.29886], [-2.41985, 0.27922, 4.78581], [-3.45892, 1.39017, 3.10903], [-3.73884, -1.78264, 3.21709], [-2.32476, -4.79791, -0.02227], [-0.58272, -4.73710, -1.72696], [0.92823, -2.77001, -1.94052], [0.63405, -0.85267, -0.39065], [-0.60773, -7.51309, -2.62736], [-0.29733, -6.51590, -3.25436], [-1.53467, -8.40863, -3.08554], [-0.05575, -7.81597, -1.41313], [-1.80101, -9.23286, -2.58271], [-1.95928, -8.21541, -3.97286], [0.62893, -7.18035, -1.04745], [-0.30019, -8.63035, -0.88369], [-2.94599, -2.25044, 6.90555], [-2.65467, -1.22873, 6.30307], [-3.76881, -3.20477, 6.37929], [-2.46705, -2.51865, 8.15480], [-4.01258, -4.04810, 6.86173], [-4.13523, -3.04447, 5.46029], [-1.85727, -1.83882, 8.56883], [-2.69196, -3.35097, 8.66468], [4.35378, -0.35136, 0.07815], [4.54174, -1.55124, -0.05111], [5.26288, 0.57930, -0.35967], [3.23896, 0.17424, 0.65268], [5.12344, 1.56710, -0.26343], [6.09951, 0.23765, -0.79216], [2.54511, -0.46650, 0.98971], [3.07949, 1.16325, 0.76037], [1.79959, 4.06270, 1.27140], [2.06641, 2.87018, 1.11858], [2.64164, 5.05856, 0.89042], [0.63443, 4.44790, 1.84519], [2.41921, 6.02915, 0.99031], [3.49961, 4.79771, 0.44497], [0.00206, 3.71541, 2.14107], [0.38130, 5.40670, 1.98250], [1.63467, 3.54198, -2.52639], [1.27601, 4.56947, -1.96954], [2.18280, 2.48927, -1.84653], [1.51929, 3.36277, -3.87614], [2.47670, 1.64700, -2.30367], [2.28778, 2.56150, -0.84205], [1.11782, 4.10807, -4.42210], [1.81392, 2.52478, -4.33838], [-0.18289, 6.35338, -6.37842], [0.12162, 5.31551, -5.81850], [-1.27139, 6.44812, -7.19935], [0.53795, 7.50394, -6.22804], [-1.53781, 7.29313, -7.66614], [-1.82287, 5.62078, -7.32753], [1.33912, 7.46750, -5.62587], [0.30092, 8.36632, -6.67867]]}

=====

[3]
{"formula": "C14H32N5O7", "method": "ωB97M-V/def2-TZVPD", "de_lowest_kj_mol": 95.9, "charge": -1, "gap_ev": 4.1, "e_homo_ev": -1.98, "species": ["C", "C", "O", "N", "C", "C", "C", "C", "O", "O", "H", "H", "H", "H", "H", "H", "H", "H", "H", "H", "H", "H", "O", "C", "N", "C", "H", "H", "H", "H", "H", "O", "C", "N", "C", "H", "H", "H", "H", "H", "O", "C", "N", "C", "H", "H", "H", "H", "H", "O", "C", "N", "C", "H", "H", "H", "H", "H"], "xyz": [[4.63437, -2.76455, 1.91034], [4.30298, -1.27411, 1.76534], [3.61669, -0.70200, 2.83940], [2.29845, -1.30414, 2.99358], [1.39749, -0.55884, 2.17273], [0.15563, -0.13083, 2.94146], [-0.63437, -1.33943, 3.41777], [-1.45174, -1.93365, 2.31702], [-2.51276, -1.47255, 1.90887], [-0.95940, -3.10552, 1.76928], [4.81930, -2.99979, 2.95071], [3.87115, -3.40787, 1.50405], [5.55697, -2.97907, 1.36544], [3.72604, -1.14743, 0.84060], [5.23375, -0.72266, 1.62096], [1.05120, -1.14678, 1.27533], [1.89019, 0.34194, 1.79270], [-0.46113, 0.54685, 2.34795], [0.47526, 0.41701, 3.82203], [-1.32579, -1.05219, 4.20516], [0.03500, -2.09116, 3.81496], [-0.16416, -2.90112, 1.26549], [-5.44883, 1.42652, -1.93026], [-4.55772, 1.02229, -1.19584], [-4.52279, -0.25621, -0.75944], [-3.43259, 1.91086, -0.72451], [-3.80646, -0.61095, -0.14618], [-5.25787, -0.87328, -1.05510], [-3.85619, 2.75168, -0.17796], [-2.89387, 2.28994, -1.59364], [-2.73176, 1.38676, -0.07674], [2.34758, -4.52998, 3.18232], [1.68442, -4.59978, 4.18582], [0.32216, -4.74516, 4.14999], [2.29699, -4.49147, 5.56276], [-0.24410, -4.77736, 4.97399], [-0.12619, -4.76162, 3.24938], [2.80392, -3.53002, 5.62733], [3.02698, -5.28957, 5.68914], [1.55627, -4.55875, 6.36116], [-1.88590, 3.19018, -3.85410], [-2.82513, 3.69655, -4.44224], [-2.69726, 4.90165, -5.06170], [-4.17885, 3.04236, -4.52362], [-3.45064, 5.34496, -5.54929], [-1.80422, 5.36143, -5.01685], [-4.56088, 2.88625, -3.51464], [-4.07318, 2.07130, -5.00290], [-4.89662, 3.63880, -5.08654], [3.05247, 3.83812, -6.24573], [2.23019, 3.46353, -5.42956], [0.98220, 3.07674, -5.80102], [2.52289, 3.40021, -3.94945], [0.27954, 2.77303, -5.14751], [0.75705, 3.10697, -6.77930], [2.79542, 4.39503, -3.60300], [3.36549, 2.73165, -3.78609], [1.67236, 3.04520, -3.36984]]}

=====

[4]
{"formula": "C14H33BBrO4", "method": "ωB97M-V/def2-TZVPD", "charge": -1, "gap_ev": 7.6, "e_homo_ev": -5.18, "species": ["C", "C", "C", "C", "B", "Br", "C", "C", "C", "C", "O", "O", "H", "H", "H", "H", "H", "H", "H", "H", "H", "H", "H", "H", "H", "H", "H", "H", "H", "C", "C", "C", "O", "H", "H", "H", "H", "H", "H", "H", "H", "C", "C", "C", "O", "H", "H", "H", "H", "H", "H", "H", "H"], "xyz": [[-3.09855, -0.45930, -5.55018], [-3.51631, -2.03301, -5.26420], [-3.11841, -2.57034, -3.76554], [-4.35738, -3.53985, -3.19721], [-1.75918, -3.49473, -3.69602], [-1.57864, -4.37373, -1.87506], [-0.37653, -2.73863, -4.16520], [0.43481, -1.98334, -2.93730], [-0.54427, -0.79719, -2.37091], [0.21796, 0.57834, -1.91091], [-0.44046, 1.74535, -2.15079], [1.51313, 0.68267, -1.22208], [-2.13580, -0.41160, -6.24907], [-3.95261, 0.12354, -6.14100], [-2.93250, 0.16789, -4.55675], [-4.70628, -2.06259, -5.34441], [-3.11542, -2.71360, -6.12779], [-3.11644, -1.63298, -3.05602], [-5.41878, -3.15628, -3.54659], [-4.16902, -4.67973, -3.42632], [-4.34620, -3.39077, -2.01304], [-1.93452, -4.39906, -4.46314], [-0.52483, -2.02108, -5.09940], [0.35484, -3.59743, -4.55613], [1.40352, -1.48999, -3.42615], [0.84203, -2.72252, -2.11351], [-1.26063, -0.49777, -3.27764], [-1.25980, -1.23351, -1.53322], [2.22458, 0.50483, -1.90468], [0.75757, 0.58081, 2.51889], [0.83116, 2.04766, 2.91219], [-0.46393, 2.77430, 2.58635], [1.90915, 2.66930, 2.21742], [0.59388, 0.47176, 1.44089], [1.70086, 0.07334, 2.74789], [-0.05253, 0.07028, 3.04873], [1.04057, 2.13126, 3.98415], [-0.67098, 2.74311, 1.51075], [-0.39208, 3.83156, 2.86336], [-1.31075, 2.32964, 3.11816], [1.73179, 2.59986, 1.26463], [4.00282, 1.22240, 6.00702], [4.26893, 2.68228, 6.33820], [3.02154, 3.36454, 6.87668], [4.70852, 3.36025, 5.16417], [3.23092, 1.13005, 5.23476], [4.90600, 0.74741, 5.60901], [3.67788, 0.66943, 6.89374], [5.07442, 2.75114, 7.07737], [2.21479, 3.34823, 6.13528], [3.22457, 4.41766, 7.09898], [2.66706, 2.87589, 7.78949], [3.99953, 3.30426, 4.50214]]}